Entry 1:
{
  "formula": "C17H40Br3NO",
  "method": "ωB97M-V/def2-TZVPD",
  "multiplicity": 2,
  "molar_mass_g_mol": 514.2,
  "total_charge": 1,
  "fmax_ev_per_a": 3.5,
  "homo_energy_ha": [-0.4466, -0.4466],
  "e_tot_ha": -8523.32200,
  "lumo_ev": [-3.21, -8.76],
  "gap_ev": [8.9, 3.4],
  "elements": ["C", "Br", "Br", "Br", "H", "C", "C", "C", "C", "C", "C", "H", "H", "H", "H", "H", "H", "H", "H", "H", "H", "H", "H", "H", "H", "C", "C", "C", "C", "C", "C", "H", "H", "H", "H", "H", "H", "H", "H", "H", "H", "H", "H", "H", "H", "C", "C", "C", "O", "C", "N", "H", "H", "H", "H", "H", "H", "H", "H", "H", "H", "H"],
  "coordinates": [[-3.904270, 8.692410, 13.337600], [-2.853260, 7.885770, 11.952340], [-4.643270, 10.416880, 12.801930], [-2.864710, 8.762720, 15.089770], [-4.732610, 8.021930, 13.566540], [-8.784030, 0.926610, 14.933400], [-8.094030, 1.599350, 13.746460], [-7.698200, 3.094890, 14.021060], [-6.662220, 3.153880, 15.207340], [-5.946790, 4.516590, 15.382070], [-4.579190, 4.636150, 14.655740], [-8.390410, 1.194370, 15.913940], [-8.642740, -0.154110, 14.946360], [-9.862160, 1.082360, 14.894750], [-7.189780, 1.092340, 13.409760], [-8.678300, 1.532020, 12.828750], [-8.594760, 3.630180, 14.333700], [-7.243760, 3.545800, 13.138870], [-7.002970, 2.950380, 16.222510], [-5.896610, 2.400710, 15.021110], [-6.625070, 5.367160, 15.314590], [-5.604310, 4.683740, 16.403280], [-3.721900, 4.068290, 15.017240], [-4.780700, 4.386740, 13.613960], [-4.178340, 5.641950, 14.530150], [0.371620, 9.353460, 5.170070], [-0.947030, 10.016090, 5.557800], [-1.005640, 10.615960, 6.980550], [-2.378620, 11.332770, 7.127770], [-2.792170, 11.759030, 8.546730], [-2.784500, 10.601310, 9.568410], [0.514060, 9.368000, 4.089520], [0.260140, 8.290400, 5.383560], [1.298950, 9.720250, 5.610100], [-1.172300, 10.787720, 4.821630], [-1.805580, 9.349940, 5.472850], [-0.210150, 11.347780, 7.121070], [-0.792070, 9.925990, 7.796910], [-2.321610, 12.245260, 6.534300], [-3.229300, 10.828800, 6.668990], [-2.080070, 12.477250, 8.953160], [-3.779440, 12.220530, 8.567140], [-1.775700, 10.395340, 9.926160], [-3.259230, 10.871430, 10.511690], [-3.137240, 9.653190, 9.162500], [-5.461410, 7.613850, 18.051860], [-6.388460, 8.714400, 17.831100], [-6.246100, 9.929630, 18.798400], [-6.666960, 9.704180, 20.090860], [-6.230900, 10.758200, 20.959940], [-6.326820, 9.130790, 16.457010], [-5.844770, 6.815580, 17.416320], [-5.690770, 7.318310, 19.075650], [-4.416260, 7.916550, 17.987560], [-7.407670, 8.374820, 18.015520], [-6.968430, 10.705870, 18.545820], [-5.283750, 10.425580, 18.671780], [-6.589070, 11.751780, 20.690460], [-5.158050, 10.871330, 21.115800], [-6.662940, 10.654750, 21.955290], [-5.434960, 9.594530, 16.358860], [-7.136840, 9.661200, 16.169540]],
  "atomic_forces_ev_per_a": [[0.2256, -0.0771, 0.5066], [-0.1421, 0.1951, 0.3686], [0.2328, -0.6460, 0.6292], [-0.7566, 0.1903, -1.0918], [0.2048, 0.2369, -0.1187], [0.0575, -0.6126, -0.1514], [0.6423, 0.9636, -0.2630], [0.2806, -1.3055, 1.6028], [0.4636, 0.8962, -0.3287], [1.6790, 0.0431, 0.9801], [-0.9791, 0.6867, -1.7738], [-0.0644, 0.5267, -0.1188], [-0.0458, -0.1281, -0.4347], [0.0298, 0.2101, 0.2126], [0.3008, -0.2325, 0.5331], [-0.5429, 0.1763, 0.1927], [-0.0424, 0.2993, -0.2644], [-0.1329, 0.0720, -0.0224], [-0.8655, -0.4150, -0.3658], [0.1319, -0.0692, -0.0748], [-0.0931, 0.1259, -1.0214], [-0.4087, -0.6740, 0.7157], [-0.5638, -0.4492, 0.3022], [0.3923, -0.4936, -0.2282], [-0.2317, 0.4599, 0.5175], [-0.4707, -1.0512, -0.4883], [0.3057, 0.5844, 0.5972], [-0.7819, 0.5407, -0.4618], [0.1817, 0.7599, 0.5218], [0.4781, -0.8435, 0.6526], [0.6717, 0.1821, 0.0933], [-0.0136, 0.2105, -0.0819], [0.4558, -0.1214, 0.3006], [-0.3060, 0.2366, 0.2792], [0.0211, 0.4084, 0.2032], [0.2163, -0.4415, -0.0952], [0.0310, 0.3238, -0.2450], [-0.3817, -0.5937, -0.2410], [0.1303, 0.1678, -0.1102], [0.2056, -0.7133, 0.0228], [-0.0262, 0.3535, -0.2155], [0.0073, 0.0947, -0.3020], [0.3542, -0.0481, -0.3417], [-0.5372, -0.0771, -0.3651], [-0.4406, 0.0767, 0.0830], [0.3797, -1.0686, 1.3092], [-2.4003, -0.1533, -1.0191], [-0.8856, 2.8348, -0.3124], [1.1213, -1.0647, 1.0772], [-0.2122, 0.7187, 1.0134], [0.0680, 1.6810, 3.0943], [0.9378, -0.2574, -0.1149], [0.4343, -0.2489, 0.1666], [0.0146, -0.4649, -0.3505], [-0.2175, -0.0469, 0.0464], [-0.0781, 0.1311, -1.4423], [0.6184, -0.4537, 0.3569], [-0.2165, -0.0222, -0.8305], [0.2167, -0.5877, -0.4548], [-0.1084, -0.7895, -0.1888], [0.7768, -0.1373, -1.5103], [-0.3222, -0.0988, -0.9493]],
  "lowdin_spin": [0.00, 0.00, 0.00, 0.00, 0.00, 0.00, 0.00, 0.00, 0.00, 0.00, 0.00, 0.00, 0.00, 0.00, 0.00, 0.00, 0.00, 0.00, 0.00, 0.00, 0.00, 0.00, 0.00, 0.00, 0.00, 0.00, 0.00, 0.00, 0.00, 0.00, 0.00, 0.00, 0.00, 0.00, 0.00, 0.00, 0.00, 0.00, 0.00, 0.00, 0.00, 0.00, 0.00, 0.00, 0.00, 0.04, 0.11, 0.09, 0.03, 0.01, 0.65, 0.00, 0.00, 0.00, 0.01, 0.00, 0.00, 0.00, 0.00, 0.00, 0.02, 0.02]
}

Entry 2:
{
  "formula": "C17H40Cl2N2O8",
  "method": "ωB97M-V/def2-TZVPD",
  "smiles": "COC[C@H](C)N.COC[C@H](C)N.CCOC(=O)OC.CCOC(=O)OC.ClCCl",
  "molar_mass_g_mol": 471.4,
  "fmax_ev_per_a": 2.0,
  "homo_energy_ha": -0.3207,
  "e_tot_ha": -2303.51424,
  "lumo_ev": 0.52,
  "gap_ev": 9.2,
  "elements": ["C", "O", "C", "C", "C", "N", "H", "H", "H", "H", "H", "H", "H", "H", "H", "H", "H", "C", "O", "C", "C", "C", "N", "H", "H", "H", "H", "H", "H", "H", "H", "H", "H", "H", "C", "C", "O", "C", "O", "O", "C", "H", "H", "H", "H", "H", "H", "H", "H", "C", "C", "O", "C", "O", "O", "C", "H", "H", "H", "H", "H", "H", "H", "H", "Cl", "C", "Cl", "H", "H"],
  "coordinates": [[-4.374692, 1.338738, 4.407533], [-4.082209, 0.134253, 3.735427], [-3.740698, 0.375406, 2.385206], [-3.120054, -0.842381, 1.725466], [-1.715003, -1.138243, 2.253792], [-2.998196, -0.585798, 0.277512], [-4.820968, 1.138091, 5.378262], [-5.092393, 1.966617, 3.870359], [-3.444413, 1.901770, 4.527050], [-4.604951, 0.798404, 1.854897], [-3.000105, 1.188076, 2.324525], [-3.745127, -1.720741, 1.924606], [-1.049215, -0.299569, 2.056334], [-1.378771, -2.083836, 1.822228], [-1.684243, -1.336615, 3.328008], [-2.874283, -1.497438, -0.158231], [-3.917300, -0.307150, -0.068561], [-3.409415, 4.796880, 1.463869], [-3.112893, 4.684184, 0.084923], [-2.599238, 3.396991, -0.302640], [-1.239352, 3.061258, 0.320717], [-0.140728, 3.988805, -0.167536], [-0.902389, 1.661839, 0.077136], [-4.101129, 5.624582, 1.611162], [-2.475141, 5.048484, 1.975565], [-3.840450, 3.891535, 1.891292], [-3.400780, 2.676689, -0.111040], [-2.513018, 3.481010, -1.389319], [-1.406975, 3.233985, 1.388668], [0.669110, 4.146632, 0.543758], [-0.556690, 4.978407, -0.380328], [0.291202, 3.676744, -1.120833], [-1.694448, 1.004850, 0.158138], [-0.696523, 1.539200, -0.914519], [-4.938483, 0.989667, -4.594521], [-3.713902, 1.113980, -3.712602], [-2.760430, 0.081600, -3.921030], [-1.490338, 0.361863, -3.601219], [-1.169948, 1.368631, -3.039199], [-0.767861, -0.702984, -3.860070], [0.648441, -0.482591, -3.896034], [-4.698369, 1.263473, -5.620651], [-5.728180, 1.625952, -4.199863], [-5.330653, -0.029619, -4.600063], [-3.991244, 1.123901, -2.656186], [-3.251964, 2.077107, -3.939324], [1.127747, -1.454280, -3.895317], [1.046362, 0.142532, -3.097029], [0.866030, 0.072877, -4.810946], [9.763284, -4.989724, 0.742155], [8.738847, -5.372704, -0.333802], [7.456815, -5.547207, 0.238502], [6.791780, -4.447473, 0.577339], [7.124754, -3.315278, 0.352631], [5.651483, -4.827422, 1.123407], [4.707115, -3.856541, 1.533134], [9.880722, -5.824910, 1.438263], [9.392358, -4.198697, 1.394330], [10.729968, -4.718916, 0.324791], [9.087200, -6.249545, -0.874250], [8.723352, -4.600029, -1.105593], [5.118237, -3.240261, 2.334614], [3.827004, -4.362690, 1.918646], [4.433547, -3.234254, 0.681605], [2.355429, 1.042481, -0.970191], [1.794642, 0.271271, 0.504266], [3.019051, -0.754109, 1.285903], [1.447901, 1.034657, 1.193809], [0.880784, -0.282419, 0.311073]],
  "atomic_forces_ev_per_a": [[0.1983, 0.1888, -0.0404], [-0.1997, -0.2580, -0.2555], [0.3994, 0.7456, 0.1892], [0.1460, -0.1781, 0.3852], [-0.3531, -0.3600, 0.5086], [-0.8344, -0.4319, -0.0681], [0.1917, -0.3006, 0.0454], [-0.0167, -0.0588, -0.2599], [-0.0568, 0.2015, 0.1565], [-0.2292, -0.4520, -0.1886], [0.1853, 0.0225, 0.1268], [-0.1481, 0.1059, 0.0654], [0.1430, -0.1360, -0.2696], [0.3301, 0.2640, -0.3368], [-0.3481, 0.2331, 0.0324], [0.3620, 0.1549, -0.1339], [0.1154, 0.1482, 0.0206], [0.7180, 0.4018, -0.2673], [-0.2009, -0.3016, -0.0806], [-0.3025, 1.2671, -0.5589], [-0.9237, -0.3438, 0.0042], [-0.1122, 0.7003, -0.3717], [-0.0359, -0.6537, -0.3059], [-0.0674, -0.0164, -0.1538], [-0.1782, -0.0950, 0.4327], [-0.0554, -0.2304, -0.0230], [0.3124, -0.4572, 0.3328], [0.1390, -0.1699, -0.0290], [0.4051, -0.3046, 0.1467], [0.0024, -0.2912, 0.0759], [-0.0976, -0.0043, 0.2132], [-0.0406, -0.3487, 0.0835], [0.1828, 0.5944, 0.4572], [0.3092, 0.3773, 0.0572], [0.2021, -0.8084, -0.0155], [-0.2017, 1.0662, 0.2915], [-0.0985, -0.5427, -0.8248], [-1.7008, -0.3238, 0.8916], [0.9272, 0.7508, -0.1404], [0.6904, -0.2579, -0.1709], [0.4036, 0.5677, -0.3768], [-0.1235, 0.0507, -0.0124], [0.0717, 0.1904, -0.0964], [0.0506, -0.0034, 0.0192], [0.0410, -0.0461, 0.0322], [0.1264, -0.0561, 0.2415], [-0.0836, -0.0419, -0.0559], [-0.4833, -0.2771, 0.3051], [0.1311, -0.3003, -0.1406], [-0.5591, -0.5644, 0.5323], [1.4606, 1.3767, -0.1327], [-0.0171, -0.9332, -0.0389], [-0.2708, 0.5005, -0.6252], [0.1499, 0.1997, 0.1728], [-0.3284, -1.1539, 0.4522], [0.1328, 0.7743, -0.0488], [0.2527, -0.1799, -0.2358], [0.0248, 0.3542, -0.4365], [-0.0210, 0.0125, -0.0569], [-0.6281, -0.5273, 0.3907], [-0.3283, 0.2143, 0.1771], [0.0363, 0.0994, -0.1336], [0.1276, -0.2911, -0.1489], [-0.0160, 0.0935, 0.1224], [0.2044, 0.0004, -0.0200], [-0.7638, 0.1186, 0.5866], [-0.1850, 0.1584, -0.1966], [0.4944, 0.1564, 0.0177], [0.3417, -0.3901, -0.3154]],
  "lowdin_charge": [-0.11, -0.17, -0.23, -0.42, -0.05, 0.03, 0.09, 0.08, 0.09, 0.13, 0.11, 0.14, 0.06, 0.08, 0.08, 0.09, 0.08, -0.11, -0.20, -0.19, -0.43, -0.05, 0.05, 0.09, 0.08, 0.07, 0.11, 0.12, 0.12, 0.08, 0.08, 0.07, 0.03, 0.04, -0.06, -0.23, 0.04, -0.61, 0.11, 0.02, -0.03, 0.08, 0.08, 0.08, 0.12, 0.12, 0.10, 0.03, 0.10, -0.06, -0.22, 0.04, -0.62, 0.13, 0.01, -0.06, 0.08, 0.07, 0.08, 0.12, 0.12, 0.10, 0.09, 0.07, 0.56, -1.05, 0.53, 0.01, 0.01]
}

Entry 3:
{
  "formula": "C17H40ClO2S",
  "method": "ωB97M-V/def2-TZVPD",
  "molar_mass_g_mol": 344.0,
  "total_charge": 1,
  "fmax_ev_per_a": 1.3,
  "homo_energy_ha": -0.4650,
  "e_tot_ha": -1680.24359,
  "lumo_ev": -5.36,
  "gap_ev": 7.3,
  "elements": ["C", "C", "O", "C", "C", "O", "C", "S", "Cl", "H", "H", "H", "H", "H", "H", "H", "H", "H", "H", "H", "H", "C", "C", "C", "C", "C", "C", "H", "H", "H", "H", "H", "H", "H", "H", "H", "H", "H", "H", "H", "H", "C", "C", "C", "C", "C", "C", "H", "H", "H", "H", "H", "H", "H", "H", "H", "H", "H", "H", "H", "H"],
  "coordinates": [[3.123291, -3.626931, 1.854531], [2.817232, -2.440777, 0.965547], [2.569686, -1.284401, 1.748611], [1.409346, -0.586421, 1.411309], [0.157304, -1.289240, 1.920238], [-0.676425, -1.683663, 0.809195], [-1.621266, -2.604611, 1.087787], [-0.831385, -4.285713, 1.367531], [-2.341024, -5.459900, 0.884539], [3.580791, -4.434512, 1.288624], [2.230566, -4.010762, 2.356998], [3.820653, -3.311810, 2.630462], [3.667325, -2.237577, 0.312337], [1.954913, -2.635037, 0.314403], [1.329319, -0.470032, 0.325537], [1.480910, 0.403351, 1.850672], [-0.423761, -0.652454, 2.588254], [0.466485, -2.173921, 2.486628], [-2.276411, -2.733627, 0.225850], [-2.235390, -2.387708, 1.967934], [-0.143448, -4.295637, 0.206339], [4.765435, 4.745221, -1.427855], [5.469394, 3.587809, -2.130178], [4.514504, 2.641133, -2.855582], [3.493363, 1.946705, -1.953292], [4.098057, 1.136437, -0.807832], [4.989351, -0.011579, -1.272803], [4.087166, 4.394348, -0.648147], [5.486668, 5.412341, -0.955840], [4.182226, 5.333774, -2.138688], [6.070782, 3.031898, -1.405428], [6.176032, 3.989145, -2.859733], [5.098163, 1.889914, -3.394264], [3.971789, 3.203109, -3.621248], [2.878585, 1.283573, -2.571817], [2.808002, 2.690613, -1.537728], [3.285139, 0.729327, -0.200460], [4.666015, 1.791090, -0.142473], [4.434473, -0.700914, -1.914963], [5.375304, -0.576087, -0.421890], [5.848241, 0.348243, -1.838966], [-3.943341, 0.485809, 2.147400], [-4.835070, -0.546427, 1.466049], [-4.708652, -0.547214, -0.054770], [-5.117067, 0.755314, -0.743058], [-6.548881, 1.203616, -0.455064], [-7.606789, 0.205580, -0.917119], [-4.200277, 1.502248, 1.852228], [-4.034772, 0.427842, 3.232546], [-2.891708, 0.323410, 1.886671], [-5.873378, -0.386762, 1.762023], [-4.573805, -1.545273, 1.837783], [-5.300460, -1.373425, -0.459087], [-3.664552, -0.761161, -0.323023], [-4.994150, 0.627881, -1.822272], [-4.427618, 1.553584, -0.455719], [-6.714916, 2.158563, -0.957408], [-6.673403, 1.401381, 0.613241], [-7.522581, 0.018806, -1.989333], [-8.609962, 0.583944, -0.723173], [-7.516021, -0.752432, -0.402052]],
  "atomic_forces_ev_per_a": [[-0.0317, 0.1270, 0.1656], [0.0591, -0.1062, -0.1715], [0.1842, -0.0252, 0.3206], [-0.1105, 0.0627, -0.2844], [-0.0823, 0.1464, 0.3500], [0.2906, -0.3711, -0.1857], [-0.6422, 1.0984, -0.3487], [0.2612, -0.1854, 0.2641], [-0.1451, -0.2286, -0.0484], [0.0095, -0.0769, -0.0657], [-0.0034, 0.0107, 0.0326], [0.0301, -0.0713, -0.0169], [0.0112, 0.0418, -0.0752], [-0.0022, -0.0571, -0.0622], [-0.1165, 0.1156, -0.0354], [0.1029, 0.0676, 0.0680], [-0.1429, 0.0090, -0.0385], [0.0169, -0.0576, 0.0107], [0.0771, -0.1429, -0.0321], [0.1716, -0.2924, 0.2411], [-0.0306, 0.0121, -0.1006], [0.0485, -0.0467, -0.0037], [-0.0328, 0.0472, 0.0059], [0.0157, -0.0099, -0.0082], [-0.0271, -0.0008, 0.0061], [0.0145, -0.0639, -0.0348], [-0.0323, 0.0287, 0.0641], [-0.0068, 0.0007, 0.0043], [-0.0020, 0.0150, -0.0028], [-0.0236, -0.0003, 0.0014], [0.0085, -0.0161, -0.0054], [0.0165, 0.0015, 0.0020], [-0.0054, -0.0084, 0.0015], [0.0017, 0.0102, -0.0054], [0.0001, -0.0090, 0.0026], [0.0058, 0.0088, -0.0047], [0.0003, 0.0102, 0.0362], [-0.0021, 0.0223, -0.0006], [0.0121, 0.0048, -0.0293], [0.0109, -0.0040, -0.0051], [0.0086, -0.0005, -0.0117], [-0.0178, -0.0851, 0.0752], [0.1346, 0.0001, 0.0322], [0.0132, -0.1189, -0.0729], [0.0122, 0.0467, 0.0263], [-0.0401, -0.0421, -0.0381], [0.0335, 0.0444, 0.0409], [0.0080, 0.0100, -0.0197], [0.0182, 0.0184, 0.0076], [0.0112, 0.0512, -0.0290], [-0.0224, -0.0080, -0.0256], [-0.0656, -0.0102, 0.0266], [-0.0060, 0.0096, -0.0140], [0.0040, 0.0243, -0.0076], [-0.0077, -0.0018, -0.0082], [0.0081, -0.0068, 0.0040], [-0.0066, 0.0156, 0.0122], [0.0145, 0.0139, 0.0075], [0.0050, -0.0196, -0.0084], [-0.0092, -0.0012, -0.0116], [-0.0055, -0.0073, 0.0029]],
  "lowdin_charge": [-0.06, -0.26, -0.13, -0.19, -0.13, -0.15, -0.45, 0.74, 0.38, 0.08, 0.05, 0.09, 0.11, 0.11, 0.13, 0.14, 0.14, 0.11, 0.10, 0.12, 0.01, -0.11, -0.27, -0.23, -0.23, -0.26, -0.11, 0.06, 0.07, 0.08, 0.10, 0.11, 0.10, 0.11, 0.11, 0.10, 0.07, 0.10, 0.07, 0.07, 0.07, -0.10, -0.27, -0.24, -0.22, -0.26, -0.11, 0.07, 0.08, 0.06, 0.11, 0.09, 0.10, 0.09, 0.11, 0.10, 0.11, 0.10, 0.08, 0.07, 0.06]
}